Record 1
The following is a DFT calculation (ωB97M-V/def2-TZVPD) of a cluster of 2 separate species, C2H4N in total in a non-equilibrium geometry.

Computed properties:
- E_HOMO (eV) = -17.2
- Kohn-Sham gap (eV) = 8.4814
- energy relative to the best compared isomer or geometry (same formula, charge and spin) (eV) = 3.232
- E_LUMO (eV) = -8.7
- charge = +1
- DFT total energy (Eh) = -132.8964

```
7
C2H4N ωB97M-V/def2-TZVPD
C -0.55599 0.85143 1.44216
C 0.38084 -0.52836 -1.08475
N 0.79091 -1.10229 -1.98761
H 0.51227 1.45098 1.35034
H 0.86420 -1.79634 -2.63882
H -0.58542 -0.05461 1.92933
H -1.40681 1.17919 0.98934
```


Record 2
The following is a DFT calculation (ωB97M-V/def2-TZVPD) of a structure of composition C33H39BBiF3N3O3.

Computed properties:
- E_HOMO (eV) = -10.3
- Kohn-Sham gap (eV) = 6.5873
- energy relative to the best compared isomer or geometry (same formula, charge and spin) (eV) = 0.229
- E_LUMO (eV) = -3.7
- charge = +1
- DFT total energy (Eh) = -2209.8860

```
83
C33H39BBiF3N3O3 ωB97M-V/def2-TZVPD
Bi 0.68327 -1.42833 1.08395
O 6.64357 1.12107 -0.94733
C 6.00629 0.30510 -1.92125
C 4.62260 -0.02752 -1.43489
C 4.02890 -1.17657 -1.75936
C 2.60288 -1.47219 -1.39037
N 2.16138 -0.64704 -0.26677
C 2.80761 0.53213 0.04386
C 3.95396 0.90758 -0.54321
C 2.23396 1.27075 1.18461
C 2.74152 2.47598 1.66073
C 2.14602 3.11099 2.72681
C 2.70567 4.38706 3.30693
O 3.92484 4.79466 2.73467
C 1.00013 2.53583 3.28611
C 0.54832 1.34340 2.80028
N 1.17198 0.69647 1.78661
H 7.55196 1.27982 -1.21806
H 6.55728 -0.62094 -2.09291
H 5.93044 0.83225 -2.87714
H 4.55649 -1.93553 -2.32701
H 2.51928 -2.52647 -1.08847
H 4.47859 1.80306 -0.25029
H 3.62067 2.90498 1.20772
H 2.89191 4.21303 4.36566
H 1.94639 5.17091 3.24689
H 3.76001 5.28475 1.92295
H 0.46345 3.01981 4.09408
H -0.34532 0.88389 3.20074
C -1.77972 2.53248 0.04105
C -1.10766 1.53177 -0.90742
C -0.63537 2.27340 -2.16528
C -2.03352 0.35677 -1.21030
C -2.85558 0.38350 -2.33305
C -3.72505 -0.66559 -2.59580
C -3.76080 -1.75655 -1.74264
C -2.97220 -1.82170 -0.59421
C -3.14506 -3.05920 0.28813
C -1.87842 -3.57549 0.98280
C -4.28879 -2.92978 1.30571
C -2.12039 -0.74379 -0.33439
N -1.37916 -0.68218 0.89598
C -2.17446 -0.52874 2.06008
C -3.45788 0.04649 2.00635
C -4.24703 0.19349 3.13226
C -3.80223 -0.21966 4.38514
C -2.54263 -0.78017 4.48259
C -1.79250 -0.91506 3.33797
F -0.52455 -1.46389 3.47802
H -1.14739 3.41530 0.17424
H -1.97321 2.09973 1.02396
H -2.73443 2.86244 -0.37905
H -0.23467 1.13702 -0.38765
H -1.39250 2.98590 -2.50350
H -0.42298 1.59718 -2.99378
H 0.26967 2.84566 -1.94815
H -2.81706 1.22741 -3.01308
H -4.36121 -0.63797 -3.47271
H -4.43237 -2.58080 -1.96129
H -3.45317 -3.83750 -0.41032
H -1.70393 -3.04897 1.93024
H -0.99969 -3.49590 0.33775
H -1.99621 -4.63055 1.23652
H -3.99770 -2.33549 2.17533
H -4.57885 -3.92100 1.66273
H -5.16718 -2.46189 0.85561
H -3.84035 0.35902 1.04167
H -5.23060 0.63421 3.02740
H -4.42079 -0.10645 5.26578
H -2.13280 -1.13374 5.42112
C 1.30896 0.08501 -2.91522
C 1.61949 -1.35954 -2.58026
C 2.15546 -2.10967 -3.79028
O 0.42431 -2.04059 -2.09319
H 0.71305 0.15060 -3.82708
H 2.24640 0.62369 -3.07355
H 0.76457 0.56564 -2.10247
H 3.06364 -1.62902 -4.15348
H 1.42497 -2.09297 -4.59913
H 2.38313 -3.15150 -3.54167
F -0.88232 -1.65520 -4.02796
B -0.65039 -2.30514 -2.88978
F -1.49490 -3.26995 -2.53728
```


Record 3
The following is a DFT calculation (ωB97M-V/def2-TZVPD) of a structure of composition C2H6O2Tl in a non-equilibrium geometry.

Computed properties:
- E_HOMO (spin up / spin down) (eV) = -9.2 / -8.6
- Kohn-Sham gap (spin up / spin down) (eV) = 9.5109 / 7.7128
- energy relative to the best compared isomer or geometry (same formula, charge and spin) (eV) = 0.274
- E_LUMO (spin up / spin down) (eV) = 0.3 / -0.9
- DFT total energy (Eh) = -402.6421
- <S²> = 0.765
- 2S+1 = 2

```
11
C2H6O2Tl ωB97M-V/def2-TZVPD
O 2.52520 0.85514 0.43344
O -0.67626 0.12820 0.09477
H -0.56015 1.08199 0.41379
Tl 1.50790 -0.83514 -0.36825
C -1.90153 -0.10378 -0.59403
C -3.05946 -0.26983 0.36794
H -1.74039 -1.02075 -1.17762
H -2.09223 0.72121 -1.29802
H -2.83575 -1.03507 1.12386
H -3.28230 0.67912 0.87723
H -3.95561 -0.58552 -0.18423
```


Record 4
The following is a DFT calculation (ωB97M-V/def2-TZVPD) of a structure of composition C23H41BrGaN8S2 in a non-equilibrium geometry.

Computed properties:
- E_HOMO (eV) = -4.7
- Kohn-Sham gap (eV) = 6.2432
- E_LUMO (eV) = 1.6
- charge = -1
- DFT total energy (Eh) = -6633.8745

```
76
C23H41BrGaN8S2 ωB97M-V/def2-TZVPD
C 2.00038 1.12161 -0.32352
C 1.61584 1.09439 -1.92733
C 1.35978 -0.40455 -2.54076
Br 1.15194 -0.31780 -4.56090
Ga -0.28182 -1.40034 -1.77490
C -0.20654 -1.78721 0.25459
S -0.33538 -3.46953 -2.88275
C -2.10869 -0.51592 -2.16393
C -2.07144 1.11157 -2.35617
C -1.92896 1.78185 -0.84309
S -1.29986 3.56178 -1.04903
H 2.92300 1.86792 -0.20474
H 1.11034 1.60598 0.30265
H 2.33131 0.06785 0.09460
H 0.74555 1.84598 -2.16014
H 2.57346 1.52808 -2.49304
H 2.30794 -1.10670 -2.36954
H 0.92127 -1.85812 0.56565
H -0.80103 -2.80335 0.44225
H -0.77818 -0.94569 0.87793
H -0.47181 -3.14560 -4.26969
H -2.81420 -0.72509 -1.22715
H -2.66080 -0.99338 -3.10020
H -1.28082 1.50690 -3.12293
H -3.16163 1.42560 -2.72714
H -2.97050 1.81017 -0.26784
H -1.18351 1.09004 -0.25690
H -0.31429 3.66849 -0.03096
C 4.64861 -2.79924 -0.97690
C 4.90574 -1.54069 -0.16423
N 5.11905 -0.49677 0.50996
H 4.75884 -2.58343 -2.04315
H 5.36344 -3.57739 -0.69539
H 3.63451 -3.16294 -0.79004
C -6.38219 1.19344 -1.32534
C -5.46353 0.11302 -0.77831
N -4.70157 -0.78325 -0.32453
H -5.81635 1.87368 -1.96779
H -7.18650 0.73820 -1.90980
H -6.81968 1.76327 -0.50103
C -4.37815 -1.41726 3.33134
C -3.54243 -0.61824 4.31807
N -2.84918 0.04447 5.13661
H -4.45664 -0.87541 2.38485
H -3.91081 -2.38868 3.14777
H -5.38177 -1.57569 3.73539
C -9.21228 0.39581 1.73995
C -9.13833 0.44702 0.22258
N -9.07708 0.48953 -1.03608
H -8.21437 0.52951 2.16649
H -9.86641 1.19084 2.10842
H -9.61051 -0.57048 2.06137
C 6.64384 2.53309 1.22386
C 6.90096 3.79164 2.03653
N 7.11427 4.83556 2.71072
H 6.75407 2.74890 0.15760
H 7.35867 1.75495 1.50537
H 5.62973 2.16939 1.41071
C 8.97847 7.41918 1.62307
C 9.42288 7.68985 0.19488
N 9.79160 7.91441 -0.98978
H 8.34626 6.52757 1.65408
H 9.85181 7.25874 2.26126
H 8.41051 8.27204 2.00472
C -6.02153 -4.83394 5.90745
C -5.57712 -4.56328 4.47925
N -5.20840 -4.33871 3.29460
H -6.65374 -5.72555 5.93845
H -5.14819 -4.99438 6.54563
H -6.58949 -3.98109 6.28910
C 5.24194 -4.69257 -4.75811
C 6.07766 -3.89355 -3.77138
N 6.77091 -3.23084 -2.95284
H 5.16345 -4.15072 -5.70460
H 5.70927 -5.66399 -4.94168
H 4.23832 -4.85100 -4.35405
```


Record 5
The following is a DFT calculation (ωB97M-V/def2-TZVPD) of a structure of composition C24H24F6IrN4O7S2 in a non-equilibrium geometry.

Computed properties:
- E_HOMO (spin up / spin down) (eV) = -12.9 / -15.3
- Kohn-Sham gap (spin up / spin down) (eV) = 6.4935 / 5.3156
- energy relative to the best compared isomer or geometry (same formula, charge and spin) (eV) = 0.682
- E_LUMO (spin up / spin down) (eV) = -6.4 / -10.0
- charge = +2
- DFT total energy (Eh) = -3173.7278
- <S²> = 8.801
- 2S+1 = 6

```
68
C24H24F6IrN4O7S2 ωB97M-V/def2-TZVPD
Ir -0.81693 -0.07996 -0.70458
C 0.00945 -3.14595 0.20414
O -0.96881 -2.41686 -0.55112
C -2.26981 -2.98326 -0.33690
C -3.27531 -1.99028 -0.82755
O -3.02247 -0.71544 -0.19955
C -3.70756 -0.50564 1.05194
C -3.09337 -1.13445 2.28966
O -1.68568 -1.05765 2.21324
C -1.06597 -1.15005 3.49013
H 0.04328 -4.18054 -0.13789
H -0.24513 -3.11746 1.26362
H 0.98287 -2.68882 0.05238
H -2.39619 -3.19069 0.72577
H -2.37174 -3.92004 -0.88922
H -4.29134 -2.31963 -0.61094
H -3.17643 -1.83785 -1.89618
H -4.72006 -0.89161 0.93012
H -3.78247 0.57463 1.15882
H -3.42635 -2.17007 2.41740
H -3.45808 -0.56630 3.15224
H -1.31416 -0.28114 4.10901
H 0.01014 -1.18519 3.32721
H -1.37036 -2.05537 4.01937
N 8.47910 2.34650 2.88177
C 7.43253 2.03104 2.49920
C 6.15642 1.64095 2.03312
C 5.15201 1.23906 2.96711
C 3.92660 0.88573 2.51632
C 3.62652 0.87665 1.10231
C 4.67353 1.25438 0.17926
C 5.88610 1.64920 0.62939
C 2.32684 0.52579 0.62909
C 2.20775 -0.27259 -0.56033
C 3.26336 -0.90931 -1.32276
C 2.68800 -1.59336 -2.35128
C 1.30171 -1.41158 -2.22975
N 1.02185 -0.62681 -1.12162
C 1.16492 1.01057 1.32733
C 1.13073 1.93438 2.45453
C -0.17172 2.20414 2.73346
C -0.93348 1.47891 1.80352
N -0.10929 0.76016 0.95212
H 5.38922 1.21104 4.02227
H 3.17278 0.55246 3.21594
H 4.45892 1.29204 -0.87978
H 6.65170 1.98984 -0.05551
H 4.31395 -0.87792 -1.08592
H 3.18311 -2.18096 -3.10837
H 0.50558 -1.81825 -2.83369
H 1.99212 2.35047 2.95027
H -0.55842 2.85542 3.50151
H -2.00321 1.46120 1.67784
F -4.82020 2.88466 -1.10615
C -4.23726 2.41022 -2.19163
F -4.62772 3.07300 -3.25649
F -4.51481 1.11542 -2.32884
S -2.41609 2.58891 -2.00006
O -2.13596 1.64520 -0.87528
O -2.11698 3.94968 -1.74946
N -1.86639 2.06839 -3.37204
S -1.13308 0.72482 -3.59911
O 0.28959 0.82513 -3.70479
O -1.60731 -0.37311 -2.67018
C -1.82264 0.16485 -5.21401
F -1.28584 -1.02056 -5.46341
F -3.13526 0.06476 -5.10839
F -1.48684 1.02912 -6.13867
```


Record 6
The following is a DFT calculation (ωB97M-V/def2-TZVPD) of the molecule C6H6N2O2 in a non-equilibrium geometry.

Computed properties:
- E_HOMO (eV) = -6.8
- Kohn-Sham gap (eV) = 6.7058
- energy relative to the best compared isomer or geometry (same formula, charge and spin) (eV) = 9.078
- E_LUMO (eV) = -0.1
- DFT total energy (Eh) = -491.9099

```
16
C6H6N2O2 ωB97M-V/def2-TZVPD
C -0.72332 0.75291 -0.12583
C 0.32212 1.85685 -0.23630
C 1.57040 1.45990 0.22024
C 1.34319 -0.85815 -0.14950
C -2.45389 -0.39006 -0.15734
C -2.16317 -1.42704 0.40229
H -0.83683 -1.15928 -0.14698
H -0.16847 2.82173 -0.44089
H 2.40221 2.10980 0.11511
H 3.08888 -0.06512 0.79416
H -2.79992 0.41742 -0.85753
H -1.54973 -2.29379 0.89319
N -0.09555 -0.45490 -0.21407
N 2.06574 0.18430 0.31368
O -1.91249 0.94237 0.18157
O 1.75005 -1.98026 -0.27853
```


> What is the DFT total energy in the first record?

-132.8964 Eh